[1]
Density functional theory data (wB97M-V/def2-TZVPD) for C6H15N4OPt as an isolated structure.

Atoms and positions in Å:
1 C -2.1082 2.1010 -1.6214
2 Pt 0.1909 0.2090 -2.0638
3 N 0.9872 -1.5310 -2.4540
4 H -0.0731 0.7869 -3.5346
5 H 1.9948 -1.4453 -2.3784
6 H -2.4096 1.2184 -2.1656
7 H -2.3335 3.0175 -2.1858
8 H -1.0444 2.0161 -1.3134
9 H -2.7204 2.1769 -0.7231
10 H 0.6821 -2.2753 -1.8281
11 H 0.7752 -1.8515 -3.3933
12 C -1.3779 -1.4726 2.8277
13 N -0.4132 -0.7569 2.0100
14 C 0.7646 -0.3753 2.5574
15 C 1.6858 0.2856 1.8171
16 C 1.4648 0.5265 0.4745
17 N 0.3384 0.0370 -0.0626
18 C -0.6276 -0.6503 0.6515
19 O -1.6358 -1.1132 0.1296
20 N 2.2638 1.1794 -0.3819
21 H -2.3250 -0.9381 2.8746
22 H -1.0060 -1.5451 3.8516
23 H -1.5640 -2.4862 2.4660
24 H 0.8585 -0.6019 3.6152
25 H 2.6436 0.5884 2.2142
26 H 3.1119 1.5899 -0.0449
27 H 1.8773 1.3102 -1.3384

## Properties
- frontier orbital gap (alpha / beta) (Eh) = 0.2398 / 0.2297
- multiplicity = 5
- largest force on an atom (eV Å⁻¹) = 4.54
- charge = +1

How positive or negative is each atom? The Löwdin charges in e answer that: number 1, C, carries -0.092; number 2, Pt, carries 1.008; number 3, N, carries -0.110; number 4, H, carries -0.094; number 5, H, carries 0.076; number 6, H, carries -0.002; number 7, H, carries 0.040; number 8, H, carries -0.054; number 9, H, carries 0.029; number 10, H, carries 0.084; number 11, H, carries 0.082; number 12, C, carries 0.015; number 13, N, carries -0.031; number 14, C, carries -0.072; number 15, C, carries 0.067; number 16, C, carries -0.403; number 17, N, carries -0.093; number 18, C, carries -0.483; number 19, O, carries 0.116; number 20, N, carries 0.156; number 21, H, carries 0.113; number 22, H, carries 0.099; number 23, H, carries 0.112; number 24, H, carries 0.129; number 25, H, carries 0.144; number 26, H, carries 0.122; number 27, H, carries 0.047



[2]
Density functional theory data (wB97M-V/def2-TZVPD) for an isolated ion of composition C6H12FN2O3 and charge +1.

Atoms and positions in Å:
1 C -2.7491 0.4243 -0.0316
2 C 1.1174 -2.0194 -0.0505
3 C 1.8962 -0.9313 0.7063
4 C 1.1274 0.5397 0.7282
5 C -0.5496 -0.1542 -0.5544
6 C 1.8004 1.5042 -0.1684
7 N -4.0390 0.1299 0.0957
8 N -1.9152 -0.2222 -0.7603
9 O -0.2085 0.4543 0.5863
10 O 1.4312 -2.5269 -1.2396
11 O 0.8501 2.6332 -0.1195
12 F 3.0366 -0.6981 -0.0785
13 H -2.3242 1.3183 0.5194
14 H 0.2614 -2.5154 0.4413
15 H 2.2671 -1.2193 1.8033
16 H 1.1995 0.9185 1.8174
17 H 0.0277 -0.0865 -1.4197
18 H 2.1008 1.2424 -1.2211
19 H 2.8100 1.8455 0.2194
20 H -4.5850 0.5946 0.7470
21 H -4.4182 -0.7617 -0.1713
22 H -2.1695 -1.0726 -1.1574
23 H 2.4355 -2.4278 -1.3998
24 H 0.5971 3.0306 0.7077

## Properties
- frontier orbital gap (alpha / beta) (Eh) = 0.2404 / 0.3431
- multiplicity = 3
- largest force on an atom (eV Å⁻¹) = 6.14
- charge = +1

How positive or negative is each atom? The Löwdin charges in e answer that: number 1, C, carries -0.118; number 2, C, carries -0.187; number 3, C, carries -0.167; number 4, C, carries -0.310; number 5, C, carries -0.113; number 6, C, carries -0.155; number 7, N, carries 0.196; number 8, N, carries 0.132; number 9, O, carries -0.010; number 10, O, carries 0.021; number 11, O, carries -0.061; number 12, F, carries -0.038; number 13, H, carries 0.196; number 14, H, carries 0.131; number 15, H, carries 0.188; number 16, H, carries 0.189; number 17, H, carries 0.149; number 18, H, carries 0.151; number 19, H, carries 0.154; number 20, H, carries 0.102; number 21, H, carries 0.135; number 22, H, carries 0.161; number 23, H, carries 0.167; number 24, H, carries 0.085



[3]
Density functional theory data (wB97M-V/def2-TZVPD) for one molecule with the formula C4H8N2OS.

Atoms and positions in Å:
1 C -0.8784 -0.6237 0.3291
2 C -0.2234 0.5672 1.1371
3 C 0.8877 0.0864 -1.2359
4 C 0.2392 -1.0589 -0.5919
5 H -2.2564 0.9899 -0.8103
6 H -1.1273 -1.4441 0.9940
7 H -0.8266 0.9497 1.9986
8 H 0.6741 0.0683 1.6200
9 H 0.2785 2.6238 0.5089
10 H 1.6158 -0.1038 -2.0010
11 H -0.2323 -1.7544 -1.2805
12 H 2.2646 -1.2836 0.1683
13 N 0.1270 1.6174 0.1859
14 N 0.8042 1.2816 -0.8984
15 O 1.1634 -1.6721 0.3331
16 S -2.5101 -0.2435 -0.4570

## Properties
- frontier orbital gap (Eh) = 0.3421
- multiplicity = 1
- largest force on an atom (eV Å⁻¹) = 5.62
- structure (SMILES) = O[C@@H]1C=NNC[C@H]1S
- charge = 0
- ΔE to the lowest compared entry with this formula, charge and spin (kJ/mol) = 265.06

How positive or negative is each atom? The Löwdin charges in e answer that: number 1, C, carries -0.577; number 2, C, carries -0.187; number 3, C, carries -0.174; number 4, C, carries -0.428; number 5, H, carries -0.173; number 6, H, carries 0.095; number 7, H, carries 0.126; number 8, H, carries 0.122; number 9, H, carries 0.167; number 10, H, carries 0.108; number 11, H, carries 0.130; number 12, H, carries 0.242; number 13, N, carries -0.092; number 14, N, carries 0.017; number 15, O, carries -0.129; number 16, S, carries 0.752



Number 1: electronic energy -650.75147 a.u.. Number 2: electronic energy -670.47747 a.u.. Number 3: electronic energy -740.06106 a.u..